[1]
This record from the Open Molecules 2025 dataset describes a structure of composition C31H29F5GeN3O3PdS2Se. The level of theory is wB97M-V/def2-TZVPD.

```
76
Properties=species:S:1:pos:R:3:lowdin_spin:R:1
Pd -0.19 0.59 0.60 0.59
O 1.84 0.29 0.82 0.01
N 2.09 -0.52 1.86 0.00
C 3.10 -1.39 1.74 0.00
C 3.44 -2.22 2.79 0.00
C 2.70 -2.11 3.97 0.00
C 1.69 -1.19 4.07 0.01
C 1.38 -0.35 2.98 0.02
S 0.15 0.86 3.03 0.16
H 3.60 -1.38 0.78 0.00
H 4.24 -2.93 2.68 0.00
H 2.92 -2.77 4.80 0.00
H 1.11 -1.08 4.97 0.00
F -6.52 -2.18 1.98 0.00
C -5.52 -1.42 1.53 0.00
C -5.35 -0.14 2.01 0.00
F -6.18 0.33 2.95 0.00
C -4.32 0.65 1.52 0.00
F -4.20 1.87 2.03 0.00
C -3.45 0.19 0.54 0.00
S -2.26 1.26 -0.16 -0.04
C -3.64 -1.11 0.08 0.00
F -2.86 -1.62 -0.87 0.00
C -4.66 -1.91 0.56 0.00
F -4.82 -3.16 0.10 0.00
C -1.23 4.15 2.21 0.00
Ge 0.28 4.52 1.06 0.00
C 0.42 6.45 0.79 0.00
C 1.99 3.89 1.73 0.00
C -0.04 3.86 -0.78 0.01
Se 0.56 2.08 -1.31 0.09
C 2.46 2.38 -1.14 0.01
H -0.92 4.19 3.25 0.00
H -1.67 3.17 2.01 0.00
H -2.00 4.91 2.05 0.00
H 0.66 6.95 1.73 0.00
H -0.51 6.87 0.41 0.00
H 1.22 6.68 0.07 0.00
H 2.07 4.13 2.79 0.00
H 2.80 4.40 1.19 0.00
H 2.10 2.81 1.62 0.00
H 0.46 4.54 -1.48 0.00
H -1.10 3.88 -1.01 0.00
H 2.82 1.97 -0.20 0.00
H 2.63 3.45 -1.19 0.00
H 2.93 1.88 -1.98 0.00
O -1.09 -1.47 1.43 0.07
C -0.59 -2.09 0.47 0.01
N -0.56 -3.43 0.29 0.00
C 0.07 -3.76 -0.98 0.00
C 0.45 -2.32 -1.46 0.00
O 1.05 -2.11 -2.49 0.00
N 0.02 -1.43 -0.53 0.05
C 1.31 -4.63 -0.75 0.00
C 2.57 -4.05 -0.61 0.00
C 3.68 -4.84 -0.33 0.00
C 3.54 -6.21 -0.19 0.00
C 2.29 -6.79 -0.32 0.00
C 1.18 -6.00 -0.60 0.00
C -0.89 -4.39 -1.98 0.00
C -2.24 -4.53 -1.72 0.00
C -3.09 -5.12 -2.66 0.00
C -2.58 -5.58 -3.86 0.00
C -1.22 -5.42 -4.14 0.00
C -0.39 -4.83 -3.20 0.00
H -0.99 -4.09 0.92 0.00
H 2.69 -2.98 -0.75 0.00
H 4.66 -4.38 -0.24 0.00
H 4.41 -6.83 0.02 0.00
H 2.17 -7.86 -0.22 0.00
H 0.21 -6.47 -0.72 0.00
H -2.66 -4.16 -0.79 0.00
H -4.14 -5.23 -2.43 0.00
H -3.23 -6.05 -4.59 0.00
H -0.82 -5.77 -5.08 0.00
H 0.67 -4.71 -3.42 0.00
```

HOMO level (alpha / beta) in eV: -8.34 / -8.22
⟨S²⟩: 0.763
Kohn-Sham gap (alpha / beta) in eV: 6.58 / 6.34
Spin multiplicity: 2
LUMO level (alpha / beta) in eV: -1.8 / -1.9

---

[2]
This record from the Open Molecules 2025 dataset describes a structure of composition C31H29N9O9S3Ti. The level of theory is wB97M-V/def2-TZVPD.

```
82
Properties=species:S:1:pos:R:3:lowdin_charge:R:1
Ti 2.29 1.00 -0.83 1.00
N 4.19 -1.73 -3.07 0.05
N 3.17 -2.51 -2.48 -0.01
C 2.55 -2.16 -1.28 -0.65
O 1.98 -3.03 -0.63 0.03
O 2.65 -0.91 -0.95 -0.16
H 4.61 -1.12 -2.38 0.05
H 3.78 -1.13 -3.78 0.05
H 3.35 -3.50 -2.52 0.12
C -0.80 -5.60 -1.22 -0.06
C -0.89 -4.12 -1.49 -0.29
C -1.15 -3.22 -0.47 -0.04
C -1.18 -1.86 -0.71 -0.05
C -0.95 -1.38 -1.98 -0.25
C -0.71 -2.26 -3.03 -0.06
C -0.68 -3.62 -2.78 -0.05
S -0.86 0.37 -2.28 0.59
O -1.43 0.56 -3.60 -0.32
O -1.54 0.99 -1.17 -0.31
N 0.70 0.75 -2.28 -0.26
C 1.32 0.49 -3.57 -0.19
C 2.70 1.11 -3.61 -0.59
O 3.36 1.17 -4.62 0.08
O 3.10 1.53 -2.43 -0.16
H -0.55 -5.79 -0.18 0.07
H -0.03 -6.06 -1.84 0.07
H -1.75 -6.10 -1.44 0.07
H -1.30 -3.59 0.54 0.11
H -1.37 -1.16 0.10 0.09
H -0.55 -1.88 -4.03 0.11
H -0.46 -4.31 -3.59 0.11
H 0.74 0.88 -4.40 0.12
H 1.48 -0.59 -3.75 0.11
S 5.06 4.46 0.47 0.51
C 3.75 4.26 1.54 -0.86
C 4.02 4.65 2.92 -0.32
N 4.29 4.96 3.99 0.13
C 2.50 3.77 1.28 -0.70
S 1.98 3.33 -0.35 0.69
C 1.53 3.68 2.33 -0.31
N 0.75 3.62 3.17 0.16
O 3.09 1.07 2.62 0.06
C 4.02 1.10 1.84 -0.49
C 5.47 1.21 2.29 -0.09
C 6.27 1.05 1.00 -0.10
C 5.21 0.75 -0.05 -0.49
O 5.47 0.37 -1.17 0.04
N 3.95 0.96 0.46 0.03
H 5.66 0.42 3.02 0.12
H 5.60 2.17 2.77 0.11
H 7.00 0.24 1.01 0.11
H 6.75 1.98 0.70 0.09
C -7.58 -1.65 0.58 -0.06
C -6.68 -0.47 0.83 -0.29
C -7.12 0.63 1.55 -0.06
C -6.29 1.72 1.78 -0.03
C -5.00 1.74 1.25 -0.26
N -4.16 2.86 1.48 0.12
C -2.77 2.79 1.53 -0.52
O -2.06 3.65 1.07 0.11
N -2.34 1.70 2.26 0.15
C -1.15 0.97 2.05 -0.20
C -0.93 -0.18 2.79 0.00
C 0.18 -0.96 2.53 -0.05
C 1.03 -0.58 1.52 -0.13
N 0.84 0.55 0.83 0.01
C -0.20 1.34 1.11 -0.11
C -4.55 0.66 0.50 0.00
C -5.38 -0.44 0.32 -0.03
H -8.39 -1.69 1.31 0.07
H -7.03 -2.58 0.62 0.07
H -8.04 -1.59 -0.42 0.08
H -8.12 0.64 1.97 0.10
H -6.63 2.56 2.38 0.11
H -4.48 3.75 1.11 0.14
H -3.07 1.16 2.69 0.13
H -1.64 -0.46 3.57 0.11
H 0.37 -1.87 3.08 0.11
H 1.87 -1.19 1.22 0.11
H -0.28 2.26 0.56 0.06
H -3.57 0.68 0.05 0.10
H -5.01 -1.28 -0.26 0.12
```

HOMO level in eV: -1.83
Net charge: -2
Kohn-Sham gap in eV: 5.36
LUMO level in eV: 3.5

---

[3]
This record from the Open Molecules 2025 dataset describes a structure of composition C31H30AsCl4N4O8S3W. The level of theory is wB97M-V/def2-TZVPD.

```
82
Properties=species:S:1:pos:R:3:lowdin_spin:R:1
W 0.19 -1.04 0.23 0.86
N -1.58 -0.04 4.52 0.01
C -1.29 -0.42 3.23 0.03
S 0.15 -1.39 2.96 0.02
N -2.06 -0.01 2.28 0.00
N -1.72 -0.53 1.04 0.21
C -2.71 -0.66 0.11 0.20
C -3.95 0.12 0.05 0.02
C -4.43 0.52 -1.20 0.03
C -5.64 1.19 -1.32 0.00
C -6.40 1.48 -0.19 0.03
C -5.90 1.13 1.06 0.00
C -4.70 0.47 1.19 0.02
C -2.47 -1.78 -0.74 0.07
C -3.38 -2.35 -1.63 0.05
C -3.05 -3.50 -2.33 0.04
C -1.79 -4.07 -2.11 0.07
C -0.95 -3.51 -1.19 0.03
N -1.26 -2.41 -0.46 0.09
H -1.16 -0.62 5.22 0.00
H -2.56 0.19 4.67 0.00
H -3.81 0.36 -2.07 0.00
H -5.99 1.49 -2.30 0.00
H -7.35 1.98 -0.28 0.00
H -6.47 1.38 1.95 0.00
H -4.32 0.20 2.16 0.00
H -4.34 -1.88 -1.78 0.00
H -3.75 -3.94 -3.03 0.00
H -1.48 -4.94 -2.66 0.00
H 0.02 -3.94 -0.99 0.00
O -1.62 1.41 -2.67 0.01
S -0.62 0.39 -2.44 0.01
O -1.01 -0.93 -2.81 0.00
O -0.25 0.42 -0.94 0.06
C 0.85 0.87 -3.24 0.00
C 0.91 2.12 -3.85 0.00
C 2.08 2.56 -4.43 0.00
C 3.22 1.74 -4.42 0.00
C 3.15 0.49 -3.83 0.00
C 1.99 0.05 -3.23 0.00
S 1.95 -1.62 -2.63 0.00
O 1.44 -2.45 -3.67 0.00
O 3.30 -1.92 -2.21 0.00
O 1.02 -1.59 -1.44 0.01
H 0.01 2.72 -3.86 0.00
H 2.12 3.53 -4.91 0.00
H 4.14 2.08 -4.86 0.00
H 4.00 -0.18 -3.81 0.00
Cl 5.36 -5.38 1.12 0.00
C 4.44 -3.95 0.86 0.00
C 5.09 -2.75 0.59 0.00
Cl 6.80 -2.70 0.48 0.00
C 4.35 -1.59 0.41 0.01
Cl 5.10 -0.11 -0.02 0.00
C 2.96 -1.62 0.50 0.00
O 2.17 -0.55 0.40 0.04
C 2.30 -2.84 0.74 0.01
O 0.98 -2.78 0.80 0.02
C 3.05 -4.00 0.93 0.00
Cl 2.22 -5.47 1.23 0.00
C 0.66 2.16 4.34 0.00
C -0.01 2.48 3.00 0.01
As 0.69 1.37 1.41 0.02
C 2.61 1.86 1.81 0.01
C 3.35 0.94 2.78 0.00
C 0.49 2.92 0.17 0.00
C -0.98 3.32 -0.02 0.00
H 0.04 2.52 5.16 0.00
H 1.63 2.66 4.40 0.00
H 0.79 1.09 4.45 0.00
H 0.14 3.53 2.74 0.00
H -1.08 2.28 3.06 0.00
H 2.64 2.89 2.16 0.00
H 3.11 1.81 0.83 0.00
H 3.07 1.13 3.81 0.00
H 4.43 1.08 2.68 0.00
H 3.13 -0.11 2.57 0.00
H 0.92 2.63 -0.79 0.00
H 1.06 3.77 0.56 0.00
H -1.54 2.50 -0.48 0.00
H -1.06 4.18 -0.68 0.00
H -1.44 3.57 0.93 0.00
```

HOMO level (alpha / beta) in eV: -3.35 / -5.08
⟨S²⟩: 2.016
Net charge: -1
Kohn-Sham gap (alpha / beta) in eV: 5.70 / 6.48
Spin multiplicity: 3
LUMO level (alpha / beta) in eV: 2.3 / 1.4